A cluster of 2 separate species, C4H6N2 in total in a non-equilibrium geometry, computed with the ωB97M-V functional and the def2-TZVPD basis.

Properties
Maximum force   3.5 eV Å⁻¹
Structure (SMILES)   N=C1CC1.C#N
Gap between HOMO and LUMO   10.4 eV
HOMO   -9.254 eV
Total energy   -265.3979 a.u.
Charge   0

```
12
Properties=species:S:1:pos:R:3:forces:R:3
N -1.188753 0.595745 -1.154497 -0.038 -0.014 -2.029
C -0.456118 0.669380 -0.137301 -0.048 0.363 -1.611
C -0.549654 0.341669 1.259537 -0.099 -0.905 0.374
C 0.539176 1.320218 0.685135 -1.476 -2.067 0.324
H -0.963119 1.076233 -2.099494 0.198 -0.502 2.563
H -0.220887 -0.627617 1.679919 0.083 0.727 -0.497
H -1.525400 0.622072 1.609842 -0.069 0.614 0.651
H 0.696201 2.283087 0.944750 -0.669 3.427 0.438
H 1.461244 0.896908 0.829974 2.144 -1.705 -0.257
C 0.682359 -2.351711 -1.151854 -1.036 -0.734 -2.114
N 1.608495 -2.279913 -0.476437 -0.447 0.163 0.067
H -0.083544 -2.546070 -1.989574 1.456 0.631 2.090
```
Forces are in eV/Å.